16
Properties=species:S:1:pos:R:3:forces:R:3:lowdin_charge:R:1 method="wB97M-V/def2-TZVPD" smiles="C=CN.NCO" orbital_gap_ev=9.34 homo_energy_ev=-8.48 de_lowest_kcal_mol=38.1
C -0.63485 1.88391 0.21190 -0.3 0.5 0.4 -0.062
C -1.20891 1.47188 -0.92011 0.5 -0.1 -0.6 -0.320
N -2.11006 0.45342 -1.08709 0.1 0.8 0.4 0.055
H 0.16732 2.60631 0.21295 -0.1 0.2 -0.3 0.041
H -1.07103 1.70329 1.18835 0.1 -0.6 0.0 0.049
H -0.92277 1.92060 -1.87045 0.2 -0.1 0.1 0.109
H -2.38928 0.23578 -2.01980 -0.2 -0.4 0.1 0.083
H -2.28504 -0.14601 -0.30596 -0.3 -0.3 -0.2 0.088
N 1.23768 -0.84591 1.51721 0.0 -0.3 0.0 0.022
C 1.39496 -1.84924 0.50253 0.8 -0.1 0.5 -0.361
O 1.50155 -1.35726 -0.83074 -0.2 0.0 0.1 -0.075
H 2.02246 -0.20855 1.55406 -0.1 0.0 -0.1 0.074
H 0.38294 -0.32957 1.37912 -0.1 0.3 0.1 0.031
H 2.31678 -2.39455 0.70543 0.2 0.1 -0.1 0.109
H 0.61846 -2.59976 0.62533 -0.5 0.1 -0.3 0.104
H 0.97979 -0.54435 -0.86273 0.0 -0.1 -0.1 0.052